*i*
Here is the molecule C5H11B from the Open Molecules 2025 dataset. Energies are from ωB97M-V/def2-TZVPD.

Last columns: bonded neighbours and bond lengths (Å).
Positions of all 17 atoms, in Å:
1 H 0.9751 -1.5792 1.1114  C16 1.089
2 H -0.1688 -2.0914 -0.2278  C16 1.135
3 H 0.2921 -0.0172 -1.1969  B13 1.220
4 C -1.9438 0.4925 0.5705  H7 1.058, C14 1.416, C17 1.317
5 H 2.6844 1.0126 -0.9631  C11 1.107
6 H 2.2155 1.9542 0.4426  C11 1.156
7 H -2.2294 0.9738 1.4681  C4 1.058
8 H 2.8771 0.3993 0.6103  C11 1.105
9 H -2.5454 -0.4581 -1.1559  C17 1.068
10 H -0.5109 1.9039 0.8176  C14 1.086
11 C 2.1182 0.8984 -0.0189  H5 1.107, H6 1.156, H8 1.105, B13 1.599
12 H -3.8198 -0.4139 0.2610  C17 1.148
13 B 0.6908 0.1798 -0.0605  H3 1.220, C11 1.599, C14 1.565, C16 1.683
14 C -0.6204 0.9370 0.3361  C4 1.416, H10 1.086, B13 1.565
15 H 1.5244 -1.9709 -0.6652  C16 1.148
16 C 0.7586 -1.4981 0.0469  H1 1.089, H2 1.135, B13 1.683, H15 1.148
17 C -2.7430 -0.2957 -0.1190  C4 1.317, H9 1.068, H12 1.148

Summary:
Frontier orbital gap (alpha / beta) = 7.891 / 7.892 eV
Multiplicity = 1


*ii*
Here is a cluster of 2 separate species, C5H11B in total from the Open Molecules 2025 dataset. Energies are from ωB97M-V/def2-TZVPD.

Last columns: bonded neighbours and bond lengths (Å).
Positions of all 17 atoms, in Å:
1 C 1.5711 1.5176 -1.3936  H4 1.024, C6 1.357, H12 1.165
2 C -0.4576 -1.4723 -1.6850  B8 1.527, H11 1.125, H15 1.095, H17 1.081
3 H -1.1960 1.3135 2.1374  C14 1.142
4 H 1.8159 2.3811 -1.8857  C1 1.024
5 H -0.3883 1.7774 -1.7198  C6 1.065
6 C 0.2959 1.0584 -1.3325  C1 1.357, H5 1.065, B8 1.442
7 H 0.5217 0.8932 2.5786  C14 1.108
8 B -0.3316 -0.1670 -0.9020  C2 1.527, C6 1.442
9 H -1.2026 -1.3931 1.8336  C16 1.046
10 H -0.9659 0.0921 3.4957  C14 1.098
11 H 0.2628 -1.7152 -2.5137  C2 1.125
12 H 2.4816 0.8329 -1.1506  C1 1.165
13 H 0.6096 -1.1840 1.5118  C16 1.174
14 C -0.5186 0.5106 2.5842  H3 1.142, H7 1.108, H10 1.098, C16 1.549
15 H -0.6354 -2.2894 -0.9777  C2 1.095
16 C -0.4531 -0.6964 1.6157  H9 1.046, H13 1.174, C14 1.549
17 H -1.4094 -1.4594 -2.1964  C2 1.081

Summary:
Frontier orbital gap (alpha / beta) = 7.697 / 7.697 eV
Multiplicity = 1


Which of them is most stable? Easy: *i*.


*i*
Here is a cluster of 3 separate species, C3H14N2O2 in total from the Open Molecules 2025 dataset. Energies are from ωB97M-V/def2-TZVPD.

Last columns: bonded neighbours and bond lengths (Å).
Positions of all 21 atoms, in Å:
1 H 0.6538 2.4729 0.3277  O21 0.922
2 H 0.5382 0.9640 0.3664  C17 1.147
3 H 1.3738 -0.3166 0.8120  C17 1.039
4 H -0.5850 2.2217 2.2376  O16 0.878
5 H -1.5496 0.0685 -1.1315  N19 0.967
6 C 0.4615 -2.2790 -0.6466  H8 1.020, C11 1.619, H12 1.130, N14 1.445
7 H -2.0628 2.6438 1.8085  O16 0.897
8 H 0.1573 -2.5148 0.2979  C6 1.020
9 H 0.2277 -0.3389 -1.8523  C11 1.056
10 H 2.1769 0.3921 -0.5568  C17 1.089
11 C 0.2224 -0.6914 -0.8566  C6 1.619, H9 1.056, C17 1.517, N19 1.460
12 H 1.5582 -2.5445 -0.7010  C6 1.130
13 H -1.3240 -2.6047 -1.7591  N14 1.009
14 N -0.4028 -2.9732 -1.5738  C6 1.445, H13 1.009, H15 1.012
15 H 0.0238 -3.2101 -2.4609  N14 1.012
16 O -1.4524 2.1017 2.1806  H4 0.878, H7 0.897
17 C 1.2177 0.1640 -0.0953  H2 1.147, H3 1.039, H10 1.089, C11 1.517
18 H 2.0521 2.9234 0.5484  O21 0.998
19 N -1.1362 -0.4127 -0.4015  H5 0.967, C11 1.460, H20 0.999
20 H -1.3966 -0.2255 0.5444  N19 0.999
21 O 1.1347 2.9682 0.9388  H1 0.922, H18 0.998

Summary:
Frontier orbital gap = 9.110 eV
SMILES = C[C@H](N)CN.O.O
Multiplicity = 1


*ii*
Here is a cluster of 3 separate species, C3H14N2O2 in total from the Open Molecules 2025 dataset. Energies are from ωB97M-V/def2-TZVPD.

Last columns: bonded neighbours and bond lengths (Å).
Positions of all 21 atoms, in Å:
1 H 0.9077 0.7244 -0.8909  C9 1.106
2 H -0.6578 2.4688 1.4361  C5 1.093
3 H 1.1132 1.7325 0.5678  C9 1.090
4 N -1.9498 1.7653 -0.0962  C5 1.455, H10 1.018, H18 1.012
5 C -1.4731 1.7586 1.2788  H2 1.093, N4 1.455, N8 1.456, H20 1.148
6 H 3.3599 -1.6504 -1.3431  O16 0.957
7 O -0.6871 -3.6043 -1.6722  H11 0.959, H17 0.959
8 N -1.0706 0.4330 1.7277  C5 1.456, H12 1.017, C14 1.493
9 C 1.0273 0.7065 0.2084  H1 1.106, H3 1.090, H13 1.102, C14 1.521
10 H -2.7488 1.1342 -0.1114  N4 1.018
11 H -0.1645 -3.0946 -2.2948  O7 0.959
12 H -0.7724 0.4737 2.6994  N8 1.017
13 H 2.0488 0.3118 0.3301  C9 1.102
14 C 0.0766 -0.1811 0.9960  N8 1.493, C9 1.521, H15 1.104, H19 1.112
15 H 0.7717 -0.7196 1.6637  C14 1.104
16 O 2.7779 -1.1668 -1.9291  H6 0.957, H21 0.946
17 H -1.6113 -3.4399 -1.8693  O7 0.959
18 H -1.2689 1.4898 -0.7925  N4 1.012
19 H -0.4413 -0.9095 0.3337  C14 1.112
20 H -2.3457 2.0875 1.9480  C5 1.148
21 H 3.1080 -0.3198 -2.1902  O16 0.946

Summary:
Frontier orbital gap = 9.342 eV
SMILES = CCNCN.O.O
Multiplicity = 1


Which of them is most stable? Easy: *ii*.


*i*
Here is a cluster of 3 separate species, C3H14N2O2 in total from the Open Molecules 2025 dataset. Energies are from ωB97M-V/def2-TZVPD.

Last columns: bonded neighbours and bond lengths (Å).
Positions of all 21 atoms, in Å:
1 N 1.2196 0.0581 -2.5860  C4 1.464, H14 1.017, H19 1.013
2 H -1.2209 -0.0526 -1.8483  C10 1.102
3 H -0.2264 -2.7600 5.0984  O12 0.964
4 C 0.4086 1.1928 -2.1410  N1 1.464, H6 1.101, C10 1.523, H16 1.085
5 H 1.8727 -2.1298 1.2725  O21 0.964
6 H 1.0247 1.9397 -1.6174  C4 1.101
7 C -1.7071 1.8726 -0.9723  H9 1.089, C10 1.516, H13 1.096, H17 1.094
8 N -0.1979 0.2091 -0.0161  C10 1.448, H11 1.002, H18 1.004
9 H -2.4298 1.6062 -0.2026  C7 1.089
10 C -0.7401 0.7382 -1.2503  H2 1.102, C4 1.523, C7 1.516, N8 1.448
11 H -0.6343 -0.5743 0.4311  N8 1.002
12 O -0.4435 -1.9907 5.6371  H3 0.964, H15 0.968
13 H -1.1459 2.7385 -0.6037  C7 1.096
14 H 1.8170 0.3887 -3.3400  N1 1.017
15 H 0.3481 -1.8730 6.1816  O12 0.968
16 H 0.0065 1.6656 -3.0309  C4 1.085
17 H -2.2180 2.2430 -1.8662  C7 1.094
18 H 0.8033 0.2449 0.0546  N8 1.004
19 H 1.8683 -0.2425 -1.8689  N1 1.013
20 H 0.4156 -2.5059 1.5959  O21 0.962
21 O 1.1794 -2.7684 1.0726  H5 0.964, H20 0.962

Summary:
Frontier orbital gap = 9.301 eV
SMILES = C[C@H](N)CN.O.O
Multiplicity = 1


*ii*
Here is a cluster of 3 separate species, C3H14N2O2 in total from the Open Molecules 2025 dataset. Energies are from ωB97M-V/def2-TZVPD.

Last columns: bonded neighbours and bond lengths (Å).
Positions of all 21 atoms, in Å:
1 H -0.9142 1.1728 1.4566  C19 1.090
2 N -0.4385 3.0516 -0.3166  H15 1.007, H17 1.005, C18 1.448
3 H 1.6573 -0.4505 0.8546  C5 1.094
4 H 0.4454 -1.8127 2.4401  N16 1.019
5 C 0.7530 -0.1353 1.3839  H3 1.094, H11 1.094, N16 1.544, C19 1.528
6 H -1.5926 -2.6463 -0.5776  O20 0.975
7 H -0.8764 -0.9879 2.0152  N16 1.022
8 H -0.7232 0.3917 -0.1478  C19 1.093
9 H -0.3515 -2.6583 0.1879  O20 0.990
10 H 0.0860 -1.4565 -1.7536  O21 0.971
11 H 1.1406 0.3927 2.2607  C5 1.094
12 H 0.0482 -0.8720 -3.1181  O21 0.957
13 H 1.0368 1.6780 -0.9075  C18 1.087
14 H 1.2402 2.3779 0.7288  C18 1.104
15 H -0.0632 3.9538 -0.5620  N2 1.007
16 N -0.0425 -1.4355 1.6288  H4 1.019, C5 1.544, H7 1.022
17 H -1.1761 2.8169 -0.9580  N2 1.005
18 C 0.5133 2.0041 -0.0126  N2 1.448, H13 1.087, H14 1.104, C19 1.539
19 C -0.2021 0.8425 0.7004  H1 1.090, C5 1.528, H8 1.093, C18 1.539
20 O -0.6778 -2.9617 -0.6966  H6 0.975, H9 0.990
21 O 0.3152 -0.6418 -2.2285  H10 0.971, H12 0.957

Summary:
Frontier orbital gap = 9.767 eV
SMILES = NCCCN.O.O
Multiplicity = 1


Which of them is most stable? Easy: *ii*.


*i*
Here is the molecule C5H6O3 from the Open Molecules 2025 dataset. Energies are from ωB97M-V/def2-TZVPD.

Last columns: bonded neighbours and bond lengths (Å).
Positions of all 14 atoms, in Å:
1 C 1.1519 0.6016 -0.7368  O2 1.408, C5 1.356, H13 1.270
2 O 0.1075 1.1805 0.0099  C1 1.408, C6 1.454
3 C -1.3803 -0.9610 -0.6301  O4 1.471, H10 1.164, C11 1.369
4 O -0.6290 -0.6141 -1.8457  C3 1.471, C5 1.418
5 C 0.7445 -0.3743 -1.5864  C1 1.356, O4 1.418, H7 1.187
6 C 0.2957 0.6574 1.3537  O2 1.454, O8 1.309, H9 1.206, H12 1.281
7 H 1.4140 -0.5836 -2.5435  C5 1.187
8 O 0.3363 -0.6430 1.2136  C6 1.309, C11 1.482
9 H -0.4866 1.2265 2.0736  C6 1.206
10 H -2.5379 -1.0015 -0.7449  C3 1.164
11 C -1.0301 -0.8779 0.6910  C3 1.369, O8 1.482, H14 1.158
12 H 1.3844 1.2424 1.6897  C6 1.281
13 H 2.3878 0.7761 -0.5011  C1 1.270
14 H -1.7582 -0.6291 1.5569  C11 1.158

Summary:
Frontier orbital gap = 9.928 eV
SMILES = C1=C\OCO/C=C\O/1
Multiplicity = 1


*ii*
Here is the molecule C5H6O3 from the Open Molecules 2025 dataset. Energies are from ωB97M-V/def2-TZVPD.

Last columns: bonded neighbours and bond lengths (Å).
Positions of all 14 atoms, in Å:
1 H 2.0287 1.5757 -0.7784  O11 0.883
2 H 1.7685 0.0527 1.2514  O14 1.090
3 C 0.3482 -1.0301 -0.5113  O5 1.435, H7 1.279, C12 1.512, C13 1.594
4 H -0.1579 1.2036 -1.3444  C12 1.195
5 O -0.4343 -1.8589 -1.3837  C3 1.435, H6 1.195
6 H -0.0826 -1.4573 -2.4529  O5 1.195
7 H 1.1188 -1.3291 0.4643  C3 1.279
8 C -1.4367 0.6400 0.9866  C10 1.236, C13 1.566
9 H -3.6299 1.4503 0.9753  C10 1.126
10 C -2.6160 0.9850 1.1248  C8 1.236, H9 1.126
11 O 1.9539 0.7051 -0.9035  H1 0.883, C12 1.404
12 C 0.5799 0.4357 -0.8025  C3 1.512, H4 1.195, O11 1.404, C13 1.484
13 C -0.0332 0.1300 0.5135  C3 1.594, C8 1.566, C12 1.484, O14 1.272
14 O 0.7180 0.0965 1.5394  H2 1.090, C13 1.272

Summary:
Frontier orbital gap = 9.211 eV
SMILES = C#CC1(O)[C@@H](O)[C@@H]1O
Multiplicity = 1


Which of them is most stable? Easy: *i*.


*i*
Here is the molecule C5H6O3 from the Open Molecules 2025 dataset. Energies are from ωB97M-V/def2-TZVPD.

Last columns: bonded neighbours and bond lengths (Å).
Positions of all 14 atoms, in Å:
1 H 2.5388 0.2627 -0.6761  C12 1.133
2 H 2.8362 -1.4774 -0.5897  C12 1.154
3 O 1.0584 -1.1024 0.2741  C9 1.256, C12 1.442
4 H -1.0120 2.5517 -0.2757  C6 1.146
5 C -2.3519 0.8361 -0.3187  C6 1.318, C11 1.315
6 C -1.2109 1.4438 -0.0621  H4 1.146, C5 1.318, O10 1.371
7 H 2.9075 -0.4855 1.0423  C12 1.143
8 H -2.7748 -1.2854 0.9760  O13 0.985
9 C -0.0266 -0.4708 0.2292  O3 1.256, O10 1.314
10 O 0.0017 0.8039 -0.0902  C6 1.371, C9 1.314
11 C -2.9264 -0.2986 -0.6535  C5 1.315, O13 1.346, H14 1.104
12 C 2.3923 -0.6113 0.0302  H1 1.133, H2 1.154, O3 1.442, H7 1.143
13 O -3.3922 -1.2188 0.2117  H8 0.985, C11 1.346
14 H -3.1918 -0.3364 -1.7242  C11 1.104

Summary:
Frontier orbital gap = 9.265 eV
Multiplicity = 1


*ii*
Here is the molecule C5H6O3 from the Open Molecules 2025 dataset. Energies are from ωB97M-V/def2-TZVPD.

Last columns: bonded neighbours and bond lengths (Å).
Positions of all 14 atoms, in Å:
1 H -2.6968 -1.0773 -1.0656  C5 1.075
2 C -0.3089 -0.1454 0.5963  C6 1.340, C7 1.497, O9 1.360
3 H -0.0610 1.6610 1.7868  C7 1.112
4 O 1.6294 1.0008 0.7043  C7 1.415, C13 1.448
5 C -1.6917 -1.2052 -0.7066  H1 1.075, O8 1.431, O9 1.434, H10 1.118
6 C 0.1820 -0.0891 -0.6488  C2 1.340, O8 1.398, C13 1.468
7 C 0.4905 0.7383 1.5024  C2 1.497, H3 1.112, O4 1.415, H12 1.087
8 O -0.7696 -0.5334 -1.5707  C5 1.431, C6 1.398
9 O -1.6026 -0.5658 0.5743  C2 1.360, C5 1.434
10 H -1.3781 -2.2713 -0.5798  C5 1.118
11 H 1.4807 1.5284 -1.3524  C13 1.121
12 H 0.8853 0.2725 2.4018  C7 1.087
13 C 1.4624 0.6286 -0.6846  O4 1.448, C6 1.468, H11 1.121, H14 1.113
14 H 2.3784 0.0581 -0.9575  C13 1.113

Summary:
Frontier orbital gap = 9.083 eV
SMILES = C1OC2=C(COC2)O1
Multiplicity = 1


*iii*
Here is the molecule C5H6O3 from the Open Molecules 2025 dataset. Energies are from ωB97M-V/def2-TZVPD.

Last columns: bonded neighbours and bond lengths (Å).
Positions of all 14 atoms, in Å:
1 O -2.3907 0.1372 -0.5886  C9 1.287
2 O 0.6707 -0.9896 -0.8357  C4 1.455, C14 1.495
3 H -0.9332 2.3486 -0.6401  C10 1.094
4 C 1.3535 0.0213 -0.0425  O2 1.455, H5 1.215, C8 1.495, H11 1.102
5 H 1.7384 -0.4872 0.9922  C4 1.215
6 O -0.8124 -0.4854 1.1196  C9 1.369, C14 1.529
7 H 1.4470 1.9940 0.2682  C8 0.975
8 C 0.7175 1.3501 0.2108  C4 1.495, H7 0.975, C10 1.285
9 C -1.4019 0.3488 0.2079  O1 1.287, O6 1.369, C10 1.480
10 C -0.5272 1.5106 -0.0660  H3 1.094, C8 1.285, C9 1.480
11 H 2.0931 0.2006 -0.8398  C4 1.102
12 H -1.4269 -1.8624 -0.6190  C14 1.307
13 H -0.1494 -2.5624 0.7483  C14 1.253
14 C -0.3786 -1.5243 0.0848  O2 1.495, O6 1.529, H12 1.307, H13 1.253

Summary:
Frontier orbital gap = 9.651 eV
SMILES = O=C1C=CCOCO1
Multiplicity = 1


Which of them is most stable? Easy: *ii*.